Below is 11 unconnected molecules or ions with the total composition C41H94F36N5O2P6 at a distorted geometry, with properties calculated with the ωB97M-V functional and the def2-TZVPD basis.

Bonds (Å) are listed after each position.
Atoms and positions in Å:
1 C 2.56574 -0.74254 -1.15415  C2 1.546, H8 1.090, H9 1.090, H10 1.090
2 C 1.39410 -1.56373 -1.74082  C1 1.546, O3 1.261, N4 1.496
3 O 0.87478 -1.43550 -2.88270  C2 1.261
4 N 0.34014 -2.02092 -0.78258  C2 1.496, H5 1.010, H6 1.010, C7 1.482
5 H -0.37282 -2.43731 -1.36431  N4 1.010
6 H 0.79406 -2.72583 -0.21941  N4 1.010
7 C -0.18924 -0.91314 0.04753  N4 1.482, H11 1.090, H12 1.090, H13 1.090
8 H 2.74887 -0.85866 -0.08593  C1 1.090
9 H 2.19036 0.27988 -1.19702  C1 1.090
10 H 3.44659 -0.65133 -1.78968  C1 1.090
11 H -1.06027 -1.31235 0.56719  C7 1.090
12 H -0.44979 -0.01410 -0.51097  C7 1.090
13 H 0.49167 -0.63473 0.85186  C7 1.090
14 C -2.36125 -0.59786 -3.90281  N15 1.521, H21 1.090, H22 1.090, H23 1.090
15 N -3.78225 -0.42226 -4.41626  C14 1.521, C16 1.590, C17 1.548, C18 1.607
16 C -3.86038 0.48365 -5.72033  N15 1.590, H24 1.090, H25 1.090, H26 1.090
17 C -4.31075 -1.76792 -4.96861  N15 1.548, H27 1.090, H28 1.090, H29 1.090
18 C -4.55831 0.25400 -3.18199  N15 1.607, C19 1.571, H30 1.090, H31 1.090
19 C -5.99342 0.75924 -3.57423  C18 1.571, O20 1.372, H32 1.090, H33 1.090
20 O -6.83147 -0.28549 -3.87141  C19 1.372, H34 0.960
21 H -1.87513 -0.73340 -4.86895  C14 1.090
22 H -2.37983 -1.44849 -3.22151  C14 1.090
23 H -1.95252 0.32869 -3.49965  C14 1.090
24 H -3.16055 0.20366 -6.50771  C16 1.090
25 H -3.54602 1.51748 -5.57726  C16 1.090
26 H -4.85941 0.40563 -6.14922  C16 1.090
27 H -3.59789 -2.22779 -5.65305  C17 1.090
28 H -5.26034 -1.72394 -5.50194  C17 1.090
29 H -4.51027 -2.51967 -4.20496  C17 1.090
30 H -4.00113 1.16547 -2.96549  C18 1.090
31 H -4.38858 -0.32439 -2.27383  C18 1.090
32 H -5.96520 1.64612 -4.20728  C19 1.090
33 H -6.42612 1.23482 -2.69406  C19 1.090
34 H -7.60983 -0.39455 -3.32018  O20 0.960
35 C -2.91059 0.63562 4.19060  C36 1.569, H47 1.090, H48 1.090, H49 1.090
36 C -3.17485 -0.61157 3.27683  C35 1.569, C37 1.556, H50 1.090, H51 1.090
37 C -4.50582 -0.69783 2.47618  C36 1.556, C38 1.570, H52 1.090, H53 1.090
38 C -5.73111 -0.57636 3.45093  C37 1.570, N39 1.555, H54 1.090, H55 1.090
39 N -7.13695 -0.54650 2.78768  C38 1.555, C40 1.479, C43 1.508, C44 1.547
40 C -7.22047 -1.78813 1.98820  N39 1.479, C41 1.616, H56 1.090, H57 1.090
41 C -7.25711 -1.39882 0.41978  C40 1.616, C42 1.445, H58 1.090, H59 1.090
42 C -7.82922 -0.07206 0.41604  C41 1.445, C43 1.522, H60 1.090, H61 1.090
43 C -7.28416 0.50362 1.71535  N39 1.508, C42 1.522, H62 1.090, H63 1.090
44 C -8.23229 -0.45854 3.87711  N39 1.547, C45 1.540, H64 1.090, H65 1.090
45 C -8.01261 0.62763 4.94625  C44 1.540, C46 1.510, H66 1.090, H67 1.090
46 C -9.07924 0.54184 6.01220  C45 1.510, H68 1.090, H69 1.090, H70 1.090
47 H -3.52662 0.50637 5.08050  C35 1.090
48 H -3.03162 1.60648 3.71010  C35 1.090
49 H -1.87325 0.48921 4.49160  C35 1.090
50 H -3.12519 -1.52717 3.86616  C36 1.090
51 H -2.36929 -0.68976 2.54672  C36 1.090
52 H -4.76873 -1.42589 1.70878  C37 1.090
53 H -4.37609 0.19767 1.86845  C37 1.090
54 H -5.56594 0.34830 4.00395  C38 1.090
55 H -5.85424 -1.31608 4.24198  C38 1.090
56 H -8.19146 -2.21852 2.23320  C40 1.090
57 H -6.61388 -2.54125 2.49115  C40 1.090
58 H -7.84684 -2.05222 -0.22317  C41 1.090
59 H -6.22253 -1.37589 0.07740  C41 1.090
60 H -8.90757 -0.00014 0.55781  C42 1.090
61 H -7.74672 0.46058 -0.53137  C42 1.090
62 H -7.90692 1.36854 1.94379  C43 1.090
63 H -6.43833 1.14068 1.45681  C43 1.090
64 H -8.01278 -1.45013 4.27291  C44 1.090
65 H -9.19745 -0.29798 3.39670  C44 1.090
66 H -7.92204 1.59354 4.44934  C45 1.090
67 H -7.14059 0.55716 5.59642  C45 1.090
68 H -10.04968 0.18070 5.67173  C46 1.090
69 H -9.27817 1.54222 6.39661  C46 1.090
70 H -8.91294 -0.12803 6.85583  C46 1.090
71 C 3.97908 -1.83852 8.12001  C72 1.570, H83 1.090, H84 1.090, H85 1.090
72 C 3.50918 -0.39434 7.72292  C71 1.570, C73 1.488, H86 1.090, H87 1.090
73 C 3.41130 -0.11439 6.26440  C72 1.488, C74 1.573, H88 1.090, H89 1.090
74 C 2.39907 1.07986 6.10955  C73 1.573, N75 1.532, H90 1.090, H91 1.090
75 N 2.54882 1.85946 4.79883  C74 1.532, C76 1.534, C79 1.494, C80 1.533
76 C 1.62260 3.08225 4.83567  N75 1.534, C77 1.501, H92 1.090, H93 1.090
77 C 1.06341 3.30648 3.46065  C76 1.501, C78 1.459, H94 1.090, H95 1.090
78 C 1.14514 1.99730 2.82222  C77 1.459, C79 1.516, H96 1.090, H97 1.090
79 C 2.01711 1.07083 3.64613  N75 1.494, C78 1.516, H98 1.090, H99 1.090
80 C 3.97823 2.29336 4.45361  N75 1.533, C81 1.566, H100 1.090, H101 1.090
81 C 4.76307 3.09643 5.54468  C80 1.566, C82 1.576, H102 1.090, H103 1.090
82 C 6.32332 3.06639 5.32696  C81 1.576, H104 1.090, H105 1.090, H106 1.090
83 H 4.89844 -2.28300 7.73880  C71 1.090
84 H 3.19181 -2.56527 7.91967  C71 1.090
85 H 4.13216 -1.93980 9.19445  C71 1.090
86 H 4.19634 0.31743 8.18041  C72 1.090
87 H 2.55739 -0.15489 8.19711  C72 1.090
88 H 3.06354 -0.97556 5.69384  C73 1.090
89 H 4.42404 0.18015 5.98927  C73 1.090
90 H 2.63418 1.84109 6.85342  C74 1.090
91 H 1.36322 0.75930 6.22071  C74 1.090
92 H 2.18651 3.92220 5.24139  C76 1.090
93 H 0.90355 2.97188 5.64739  C76 1.090
94 H 1.83851 3.94625 3.03874  C77 1.090
95 H 0.05837 3.72562 3.50880  C77 1.090
96 H 1.60839 2.02329 1.83590  C78 1.090
97 H 0.13749 1.61778 2.65277  C78 1.090
98 H 2.76315 0.55996 3.03740  C79 1.090
99 H 1.33502 0.31076 4.02709  C79 1.090
100 H 3.91759 2.96450 3.59687  C80 1.090
101 H 4.60682 1.44353 4.18761  C80 1.090
102 H 4.62768 2.67063 6.53889  C81 1.090
103 H 4.48916 4.15109 5.57197  C81 1.090
104 H 6.80613 2.25354 4.78449  C82 1.090
105 H 6.87061 3.11751 6.26821  C82 1.090
106 H 6.75293 3.95620 4.86676  C82 1.090
107 C 0.70461 3.17063 -4.22290  C108 1.466, H119 1.090, H120 1.090, H121 1.090
108 C 2.06471 3.23432 -3.67961  C107 1.466, C109 1.547, H122 1.090, H123 1.090
109 C 3.06088 2.07603 -3.92187  C108 1.547, C110 1.509, H124 1.090, H125 1.090
110 C 3.36801 1.61727 -5.32666  C109 1.509, N111 1.589, H126 1.090, H127 1.090
111 N 4.28903 0.34622 -5.57257  C110 1.589, C112 1.542, C115 1.628, C116 1.542
112 C 4.54548 0.17203 -7.08296  N111 1.542, C113 1.559, H128 1.090, H129 1.090
113 C 3.13939 -0.25226 -7.60612  C112 1.559, C114 1.579, H130 1.090, H131 1.090
114 C 2.51440 -1.09285 -6.42401  C113 1.579, C115 1.563, H132 1.090, H133 1.090
115 C 3.54263 -1.06385 -5.24693  N111 1.628, C114 1.563, H134 1.090, H135 1.090
116 C 5.58308 0.44676 -4.74077  N111 1.542, C117 1.505, H136 1.090, H137 1.090
117 C 6.61475 1.39708 -5.28575  C116 1.505, C118 1.464, H138 1.090, H139 1.090
118 C 7.66377 1.58378 -4.28202  C117 1.464, H140 1.090, H141 1.090, H142 1.090
119 H 0.80212 2.95896 -5.28769  C107 1.090
120 H 0.10388 4.07602 -4.13635  C107 1.090
121 H 0.08759 2.39582 -3.76787  C107 1.090
122 H 2.12077 3.35334 -2.59758  C108 1.090
123 H 2.42267 4.11821 -4.20755  C108 1.090
124 H 2.59928 1.19446 -3.47705  C109 1.090
125 H 3.97823 2.16680 -3.34021  C109 1.090
126 H 3.90576 2.37517 -5.89633  C110 1.090
127 H 2.53720 1.60677 -6.03217  C110 1.090
128 H 5.22700 -0.62672 -7.37558  C112 1.090
129 H 4.81756 1.17945 -7.39791  C112 1.090
130 H 3.24805 -0.84152 -8.51666  C113 1.090
131 H 2.76659 0.68505 -8.01913  C113 1.090
132 H 2.40294 -2.09795 -6.83077  C114 1.090
133 H 1.51746 -0.72001 -6.18908  C114 1.090
134 H 4.28826 -1.85489 -5.32683  C115 1.090
135 H 3.01769 -1.00579 -4.29343  C115 1.090
136 H 6.00430 -0.55287 -4.84759  C116 1.090
137 H 5.36496 0.60788 -3.68504  C116 1.090
138 H 6.20659 2.33854 -5.65338  C117 1.090
139 H 7.04451 0.93381 -6.17388  C117 1.090
140 H 7.22167 1.83807 -3.31870  C118 1.090
141 H 8.36579 2.40897 -4.40172  C118 1.090
142 H 8.39216 0.77306 -4.26508  C118 1.090
143 P 6.54674 -3.31350 -2.09656  F144 1.668, F145 1.609, F146 1.630, F147 1.663, F148 1.657, F149 1.677
144 F 8.17837 -3.65536 -2.05320  P143 1.668
145 F 6.73738 -2.96377 -3.65597  P143 1.609
146 F 6.25743 -4.87980 -2.44167  P143 1.630
147 F 4.92014 -3.01532 -1.91934  P143 1.663
148 F 6.50312 -3.66147 -0.47759  P143 1.657
149 F 7.00781 -1.77065 -1.62868  P143 1.677
150 P -3.65339 -3.24344 -0.35913  F151 1.625, F152 1.675, F153 1.669, F154 1.643, F155 1.674, F156 1.635
151 F -5.06192 -3.38169 0.43936  P150 1.625
152 F -4.41871 -3.41358 -1.83937  P150 1.675
153 F -3.81554 -1.58802 -0.49375  P150 1.669
154 F -2.20911 -2.96007 -1.08916  P150 1.643
155 F -2.86275 -3.12299 1.11145  P150 1.674
156 F -3.30397 -4.83988 -0.31903  P150 1.635
157 P 0.55722 -5.41245 -2.58978  F158 1.618, F159 1.635, F160 1.661, F161 1.643, F162 1.668, F163 1.608
158 F -0.09660 -4.93508 -1.18850  P157 1.618
159 F -0.57465 -6.58040 -2.75419  P157 1.635
160 F -0.55600 -4.27977 -3.07693  P157 1.661
161 F 1.11216 -5.61882 -4.12199  P157 1.643
162 F 1.71288 -4.21791 -2.45216  P157 1.668
163 F 1.46472 -6.57779 -1.95327  P157 1.608
164 P -1.71627 3.48946 -0.25940  F165 1.572, F166 1.632, F167 1.633, F168 1.628, F169 1.635, F170 1.658
165 F -1.48382 4.92732 -0.85179  P164 1.572
166 F -1.01876 3.91589 1.15287  P164 1.632
167 F -3.18788 4.00880 0.22244  P164 1.633
168 F -2.12066 2.10165 0.48941  P164 1.628
169 F -2.48135 3.07880 -1.64506  P164 1.635
170 F -0.25280 3.00281 -0.86666  P164 1.658
171 P 1.55178 -3.40868 2.85205  F172 1.627, F173 1.610, F174 1.689, F175 1.652, F176 1.630, F177 1.641
172 F 2.00104 -1.93553 3.37811  P171 1.627
173 F 0.05211 -2.83952 2.71721  P171 1.610
174 F 1.87593 -2.77362 1.32137  P171 1.689
175 F 0.91231 -4.77737 2.18428  P171 1.652
176 F 3.08355 -3.92726 3.05950  P171 1.630
177 F 1.27313 -3.94034 4.37974  P171 1.641
178 P 4.48105 2.68642 0.01189  F179 1.654, F180 1.595, F181 1.593, F182 1.623, F183 1.641, F184 1.638
179 F 4.39776 1.52506 1.18714  P178 1.654
180 F 4.71139 1.49551 -1.02344  P178 1.595
181 F 2.91292 2.58697 -0.25111  P178 1.593
182 F 4.57534 3.76480 -1.19728  P178 1.623
183 F 3.95869 3.80533 1.09243  P178 1.641
184 F 6.08146 2.72923 0.35840  P178 1.638

Output
- M (g/mol) = 1559.008
- electronic energy (eV) = -209171.94949
- HOMO energy (alpha / beta) (eV) = -9.750 / -9.750
- multiplicity = 2